(1)
DFT (wB97M-V/def2-TZVPD) results for a 3-piece molecular cluster, C5H12O2 overall at a distorted geometry.

Output
largest force on an atom = 1.75 eV/Å
SMILES string = C=CCC=C.O.O
relative energy (zero: lowest compared OMol25 entry of this formula, charge and spin) = 2.2110 eV
highest occupied orbital energy = -0.3560 Ha
total energy = -348.123566 Ha
E_LUMO = 0.8 eV

Cartesian coordinates (Å):
C 1.0991 1.9064 0.6989
C 0.3316 0.8405 0.9597
C 0.8590 -0.5442 0.7658
C -0.0853 -1.3977 -0.0743
C -1.2416 -1.9348 0.2655
H 0.6035 2.8611 0.8367
H 2.1198 1.8439 0.3550
H -0.7096 0.9557 1.2357
H 1.8440 -0.4878 0.3214
H 0.9051 -0.9848 1.7724
H 0.3030 -1.5246 -1.0820
H -1.8687 -2.6211 -0.2817
H -1.5743 -1.7353 1.2896
O 1.9812 -0.1174 -2.1046
H 1.8538 -0.2296 -3.0494
H 1.6751 0.7676 -1.8202
O -2.6961 0.9817 0.1999
H -1.9835 0.3371 0.1471
H -3.4054 0.6432 -0.3314

***

(2)
DFT (wB97M-V/def2-TZVPD) results for an isolated ion of composition C5H15N3 and charge +2 at a distorted geometry.

Output
largest force on an atom = 2.31 eV/Å
SMILES string = C[C@@H]([NH3+])C/C(N)=C/[NH3+]
charge = +2
relative energy (zero: lowest compared OMol25 entry of this formula, charge and spin) = 1.8770 eV
highest occupied orbital energy = -0.6150 Ha
total energy = -363.145138 Ha
E_LUMO = -6.6 eV

Cartesian coordinates (Å):
C -2.3313 -0.2635 -1.9932
C -1.4222 -0.4646 -0.8074
N -1.1184 -1.9500 -0.7414
C -0.0527 0.3153 -0.8492
C 0.6742 0.7555 0.4102
N 0.4208 2.0339 0.7415
C 1.4635 -0.1582 1.0228
N 2.4291 0.1033 2.1425
H -1.7978 -0.0436 -2.9228
H -2.9712 -1.1509 -2.1202
H -3.0800 0.5105 -1.9149
H -1.9177 -0.1482 0.1214
H -1.9230 -2.5456 -0.5221
H -0.4406 -2.1775 -0.0117
H -0.7588 -2.2059 -1.6646
H -0.3153 1.0875 -1.5886
H 0.6761 -0.3542 -1.2977
H -0.1877 2.7209 0.3372
H 0.8346 2.3497 1.6064
H 1.5057 -1.1934 0.7388
H 2.1104 0.9515 2.6076
H 3.3601 0.2127 1.7349
H 2.4298 -0.6707 2.8080

***

(3)
DFT (wB97M-V/def2-TZVPD) results for a 3-piece molecular cluster, F2O2S overall at a distorted geometry.

Output
largest force on an atom = 3.40 eV/Å
relative energy (zero: lowest compared OMol25 entry of this formula, charge and spin) = 6.9664 eV
highest occupied orbital energy (alpha / beta) = -0.4491 / -0.4762 Ha
total energy = -748.133907 Ha
E_LUMO (alpha / beta) = -4.9 / -2.8 eV

Cartesian coordinates (Å):
O -0.2722 -1.7357 -0.2656
O 0.8351 0.2140 0.5862
F 2.0686 0.8596 -0.4200
F -2.2519 1.1389 -0.3305
S -0.3796 -0.4768 0.4298

***

(4)
DFT (wB97M-V/def2-TZVPD) results for C5H9FeO4 as an isolated structure at a distorted geometry.

Output
spin multiplicity = 7
largest force on an atom = 2.46 eV/Å
charge = +1
highest occupied orbital energy (alpha / beta) = -0.5165 / -0.5194 Ha
total energy = -1760.201983 Ha
E_LUMO (alpha / beta) = -4.1 / -6.5 eV

Cartesian coordinates (Å):
O 1.9044 1.7263 0.4585
C 3.0235 1.2500 0.1176
C 3.1262 -0.0393 -0.4996
H 3.9394 1.7686 0.4377
H 3.9143 -0.7194 -0.1714
H 2.6114 -0.1639 -1.4628
O 0.9019 -1.0347 0.1376
O -1.2972 1.8154 -0.1108
C -2.4853 1.1085 -0.0080
C -2.2606 -0.3944 -0.1652
O -1.2599 -0.7786 0.7812
C -0.2507 -1.7277 0.3548
Fe 0.1836 0.7827 0.4522
H -3.2215 1.4093 -0.7794
H -2.9753 1.2788 0.9727
H -1.8979 -0.6121 -1.1852
H -3.1841 -0.9683 0.0128
H -0.1518 -2.4354 1.1959
H -0.6203 -2.2656 -0.5386

***

Look up the largest force on an atom of the first one. 1.75 eV/Å

***

Among the records above, which one has the lowest total energy? C5H9FeO4